The following is a quantum chemistry calculation of a structure of composition C4H7Cl in a non-equilibrium geometry, from OMol25.

As for the gap between HOMO and LUMO: 10.564 eV. For the energy above the lowest of the compared OMol25 structures with the same formula, charge and spin, the calculation gives 86.25 kcal per mole. For the LUMO energy, the calculation gives 0.9 eV. As for the HOMO energy: -9.64 eV.

```
12
Properties=species:S:1:pos:R:3:lowdin_charge:R:1
C -0.595 0.832 0.164 -0.70
C 0.429 0.258 -1.116 -0.07
C 0.243 -0.946 -0.174 -0.34
C -0.001 -0.135 1.033 -0.34
H -0.527 1.808 0.371 0.04
H 1.497 0.937 -0.671 0.20
H 0.011 0.311 -2.025 0.03
H -0.540 -1.570 -0.772 0.13
H 1.341 -1.439 -0.144 0.13
H -0.736 -0.264 1.833 0.09
H 1.134 -0.108 1.281 0.15
Cl -2.257 0.318 0.219 0.68
```